Formula: C11H16N4O5
Source: the OMol25 dataset
Level of theory: ωB97M-V/def2-TZVPD

Structure (XYZ):
```
36
Properties=species:S:1:pos:R:3:forces:R:3:mulliken_charge:R:1
C -1.683855 -0.159838 -0.317530 -4.563 -1.777 -1.472 0.692
C -1.214433 1.177205 -0.659239 5.021 0.649 0.905 -0.143
C -2.449266 -0.115970 0.990015 -2.919 1.258 -0.453 -1.055
C -3.649143 -1.167871 1.033685 2.393 0.779 -3.608 -0.742
C -4.762457 -0.743483 0.008916 -0.444 -1.086 3.805 0.679
C 1.394188 0.910972 -0.004642 -0.048 -0.399 -1.521 -0.013
C 2.182140 2.166202 0.682898 -2.012 -2.953 -0.459 0.422
C 2.250599 0.150225 -1.170656 -0.720 1.097 0.695 -0.659
C 3.176029 -0.900374 -0.613223 -1.129 0.185 1.307 0.407
C 4.488002 -1.204639 -0.753106 0.947 0.242 -0.015 -0.690
C 3.586259 -2.499393 0.817075 -0.559 3.830 -2.930 -0.407
H -0.971585 -1.628463 -1.679228 -0.865 0.344 1.174 0.338
H -0.193415 -1.368924 -0.409668 3.967 -0.448 1.579 0.201
H -2.687210 -0.015904 -0.884057 1.814 -0.877 -0.146 0.375
H -1.987210 -0.180327 1.918046 1.632 -0.316 1.497 0.447
H -2.878275 0.934042 0.943365 0.140 -1.143 0.444 0.382
H -3.109611 -2.069657 0.578831 -1.204 0.555 1.179 0.266
H -4.013553 -1.229845 2.030525 -0.506 -0.593 0.501 0.398
H -6.595429 -0.958090 -0.142238 -1.015 0.110 -0.445 0.333
H 0.300604 2.412369 -1.090802 -0.131 -0.937 0.888 0.215
H 1.073718 -0.003195 0.550431 0.446 1.277 0.733 0.396
H 1.435187 -0.286840 -1.743127 0.073 -0.465 -0.161 0.325
H 2.733256 0.833938 -1.857761 0.291 0.306 0.116 0.396
H 5.227712 -0.674498 -1.409231 -0.619 -1.037 1.013 0.338
H 3.396071 -3.237440 1.463944 -0.190 -2.601 2.463 0.551
H 5.672478 -2.608338 0.251578 0.893 -0.918 0.521 0.158
H 0.517929 2.479122 1.173613 0.309 1.018 0.817 0.453
N -1.101150 -1.497514 -0.641221 -2.159 1.397 -2.138 -0.625
N 0.147483 1.572599 -0.488668 1.212 -0.157 -0.761 -0.421
N 2.608823 -1.678908 0.391019 1.638 -1.500 -0.029 -0.346
N 4.769148 -2.231304 0.202126 -1.862 2.153 -1.984 -0.056
O -1.865289 2.105394 -0.985883 -3.001 1.262 -1.140 -0.614
O -4.714270 0.138161 -0.786672 -0.352 -0.217 -0.691 -0.530
O -5.953452 -1.395705 0.408927 2.034 0.848 -0.954 -0.455
O 3.299947 2.351892 0.392652 2.126 0.956 0.056 -0.483
O 1.383168 2.896474 1.468205 -0.641 -0.843 -0.786 -0.532
```
Positions in Å, forces in eV/Å.

Properties
- spin multiplicity = 1
- Kohn-Sham gap (eV) = 9.748
- structure (SMILES) = N[C@@H](CCC(=O)O)C(=O)N[C@@H](Cc1c[nH]cn1)C(=O)O
- relative energy (zero: lowest compared OMol25 entry of this formula, charge and spin) (kcal per mole) = 85.9